No. 1
{
  "formula": "C3H7NOS2",
  "method": "ωB97M-V/def2-TZVPD",
  "species": ["H", "H", "H", "O", "S", "S", "H", "C", "H", "C", "N", "H", "C", "H"],
  "positions_angstrom": [[-0.331, -2.522, 1.177], [0.654, 0.326, -1.949], [-2.717, -2.611, 1.868], [1.339, -0.731, 1.086], [-0.489, 2.254, -0.409], [0.039, -0.403, 1.619], [0.992, 3.163, -1.989], [0.710, 2.276, -1.473], [2.178, 0.611, -1.289], [-0.875, -1.802, 1.663], [-2.098, -1.900, 2.193], [1.828, 1.316, -3.014], [1.385, 1.081, -2.032], [-2.614, -1.059, 2.548]],
  "charge": 0,
  "e_above_lowest_kj_mol": 331.5,
  "orbital_gap_ha": 0.286,
  "e_homo_ev": -7.74,
  "lumo_energy_ev": 0.048
}



No. 2
{
  "formula": "C3H7NOS2",
  "method": "ωB97M-V/def2-TZVPD",
  "species": ["H", "H", "H", "H", "S", "O", "C", "H", "H", "C", "H", "S", "N", "C"],
  "positions_angstrom": [[0.285, -0.279, 1.392], [1.373, -0.755, -0.471], [-2.428, -1.525, 0.380], [0.002, 1.942, 1.325], [2.209, 1.571, 1.050], [-0.025, -0.749, -2.960], [0.871, 1.872, 1.831], [0.721, -0.189, -3.126], [0.909, 2.114, 2.968], [-0.550, -0.885, -1.680], [-1.612, -1.030, -1.874], [-1.862, -0.427, 1.043], [-0.167, -0.862, 0.710], [0.275, -0.800, -0.588]],
  "charge": 0,
  "e_above_lowest_kj_mol": 424.3,
  "smiles": "O/C=C/NS.C=S",
  "orbital_gap_ha": 0.255,
  "e_homo_ev": -7.82,
  "lumo_energy_ev": -0.878
}



No. 3
{
  "formula": "C3H7NOS2",
  "method": "ωB97M-V/def2-TZVPD",
  "species": ["S", "C", "C", "H", "H", "H", "H", "O", "H", "C", "H", "S", "N", "H"],
  "positions_angstrom": [[-3.494, 0.255, -0.301], [0.840, 0.202, 0.414], [1.918, -0.731, 0.035], [-1.455, 1.289, 0.549], [-4.006, -0.106, 0.959], [1.495, -1.748, 0.117], [2.853, -0.372, 0.566], [-0.999, -1.518, -0.740], [1.819, 1.267, -1.407], [-0.887, -0.442, -0.302], [0.571, 0.419, 1.388], [0.945, 1.766, -0.428], [-1.767, 0.399, 0.209], [2.167, -0.681, -1.059]],
  "charge": 0,
  "e_above_lowest_kj_mol": 274.3,
  "orbital_gap_ha": 0.317,
  "e_homo_ev": -8.15,
  "lumo_energy_ev": 0.469
}



No. 4
{
  "formula": "C3H7NOS2",
  "method": "ωB97M-V/def2-TZVPD",
  "species": ["S", "N", "H", "H", "C", "O", "C", "H", "H", "H", "C", "H", "S", "H"],
  "positions_angstrom": [[-2.086, -0.470, -3.775], [-0.917, 0.302, 1.024], [-2.434, -0.277, -2.482], [-1.149, 2.129, 0.558], [1.445, -0.394, 0.521], [1.843, 2.265, 1.569], [0.088, -0.792, 1.171], [2.296, -0.560, 1.158], [-1.463, -1.558, -3.403], [-0.415, -1.750, 0.865], [-0.478, 1.363, 0.607], [0.261, -0.894, 2.344], [1.425, 1.507, 0.372], [1.585, -0.871, -0.528]],
  "charge": 0,
  "e_above_lowest_kj_mol": 303.4,
  "orbital_gap_ha": 0.353,
  "e_homo_ev": -9.12,
  "lumo_energy_ev": 0.489
}



No. 5
{
  "formula": "C3H7NOS2",
  "method": "ωB97M-V/def2-TZVPD",
  "species": ["O", "C", "H", "C", "S", "S", "N", "H", "H", "H", "H", "H", "C", "H"],
  "positions_angstrom": [[0.517, -1.726, -0.259], [0.734, -0.538, -0.182], [-3.230, -0.418, -0.603], [-1.197, 0.643, -0.221], [3.349, -0.623, -0.166], [1.593, 1.938, -0.131], [1.744, 0.270, -0.284], [-2.555, -0.779, 0.856], [-1.043, 0.896, -1.259], [-1.011, 1.163, 0.699], [2.947, -0.776, 1.026], [-1.744, -1.421, -0.424], [-2.204, -0.509, -0.104], [2.100, 1.880, 1.053]],
  "charge": 0,
  "e_above_lowest_kj_mol": 472.0,
  "orbital_gap_ha": 0.289,
  "e_homo_ev": -8.12,
  "lumo_energy_ev": -0.251
}



No. 6
{
  "formula": "C3H7NOSi",
  "method": "ωB97M-V/def2-TZVPD",
  "species": ["H", "H", "O", "H", "H", "Si", "H", "C", "H", "N", "C", "C", "H"],
  "positions_angstrom": [[-0.583, 1.303, 2.598], [0.485, 1.014, -2.309], [2.401, -0.593, 1.071], [-0.330, -1.233, 2.443], [-1.915, 0.174, 0.948], [-0.674, 0.097, 1.720], [-0.820, -1.167, -0.826], [-0.198, 0.182, -2.221], [0.838, 1.296, -0.033], [1.387, -0.837, 0.455], [-0.292, -0.291, -0.979], [0.537, 0.224, 0.072], [-0.838, -0.169, -2.939]],
  "charge": 0,
  "e_above_lowest_kj_mol": 435.2,
  "smiles": "C=C[C@@H]([SiH3])N=O",
  "orbital_gap_ha": 0.331,
  "e_homo_ev": -8.86,
  "lumo_energy_ev": 0.142
}



No. 7
{
  "formula": "C3H7NOSi",
  "method": "ωB97M-V/def2-TZVPD",
  "species": ["H", "H", "C", "H", "C", "N", "H", "H", "H", "Si", "O", "C", "H"],
  "positions_angstrom": [[0.521, 1.809, -1.449], [1.697, -0.312, -0.083], [1.298, -1.337, -0.320], [-0.892, -1.974, 0.218], [-0.141, -1.142, 0.100], [-2.073, 0.269, 0.614], [1.801, -1.943, 0.365], [1.320, -1.689, -1.302], [1.211, 2.140, 0.895], [0.106, 1.920, 0.033], [-2.941, -0.521, 0.209], [-0.718, 0.127, 0.236], [-1.190, 2.653, 0.484]],
  "charge": 0,
  "e_above_lowest_kj_mol": 432.4,
  "smiles": "C/C=C(\\[SiH3])N=O",
  "orbital_gap_ha": 0.302,
  "e_homo_ev": -8.77,
  "lumo_energy_ev": -0.558
}



No. 8
{
  "formula": "C3H7NS",
  "method": "ωB97M-V/def2-TZVPD",
  "species": ["H", "H", "H", "C", "N", "H", "C", "H", "S", "H", "C", "H"],
  "positions_angstrom": [[-0.608, -0.734, 1.570], [-1.125, 0.813, 0.969], [-1.938, -1.553, -0.069], [0.922, 0.134, 0.145], [1.291, 1.352, -0.192], [2.262, 1.602, -0.248], [-0.512, -0.120, 0.643], [-1.539, -0.171, -1.155], [2.025, -1.169, 0.035], [-0.345, -1.461, -0.877], [-1.129, -0.901, -0.463], [0.696, 2.209, -0.359]],
  "charge": 0,
  "e_above_lowest_kj_mol": 36.7,
  "smiles": "CCC(N)=S",
  "orbital_gap_ha": 0.326,
  "e_homo_ev": -8.22,
  "lumo_energy_ev": 0.641
}